This record from the OMol25 dataset describes a single C5H6O molecule. The level of theory is ωB97M-V/def2-TZVPD.

Positions of all 12 atoms, in Å:
C  -2.2559  -0.2634  0.0699
C  -1.1530  0.6680  -0.1124
C  -0.0355  1.0872  -0.2983
C  1.3472  0.6923  -0.5066
C  1.8912  -0.2642  0.4664
O  1.4403  -0.7139  -0.7899
H  -3.1040  -0.0999  -0.5966
H  -1.7919  -1.2249  -0.1907
H  -2.5946  -0.3229  1.1077
H  2.0221  1.3118  -1.0926
H  1.2707  -0.5217  1.3264
H  2.9633  -0.3484  0.6167

Forces on the atoms, in the same order (eV/Å):
-0.130 -0.111 0.025
0.575 0.107 -0.083
-0.507 -0.460 0.044
0.082 0.236 -0.084
0.299 0.016 0.401
0.048 -0.050 -0.281
0.057 0.086 0.106
-0.334 0.018 0.063
-0.040 0.112 -0.161
-0.130 -0.074 0.146
0.085 0.010 -0.208
-0.006 0.109 0.030

Properties
charge	0
HOMO	-9.479	eV
E	-7326.0353	eV
structure (SMILES)	CC#C[C@H]1CO1
LUMO level	1.04	eV
energy above the lowest of the compared OMol25 structures with the same formula, charge and spin	3.249	eV
gap between HOMO and LUMO	10.52	eV

Löwdin atomic charge list, values in e, 8 entries: -0.089 -0.072 0.015 -0.296 -0.129 -0.039 0.076 0.093